Density functional theory data (wB97M-V/def2-TZVPD) for a cluster of 2 separate species, C9H9N3O2 in total.

Each line ends with the natural charge from an NBO analysis.
Cartesian coordinates (Å):
C1 0.2518 0.3436 1.7733  0.019
C2 -0.9939 1.0042 1.5675  -0.290
C3 -1.1994 1.5065 0.3774  -0.173
C4 0.0623 1.6648 -0.4248  -0.320
C5 1.1752 1.0379 -0.0987  -0.021
C6 0.6908 -0.1840 -1.7266  0.656
C7 1.2907 -1.4075 -1.0040  -0.360
C8 0.6846 -2.1900 -0.1772  0.053
C9 -1.3559 -0.8053 -0.4166  0.822
H1 0.2845 -0.0104 2.7946  0.180
H2 -1.6096 1.2121 2.4149  0.224
H3 -2.0628 2.0882 0.2363  0.225
H4 0.2178 2.1907 -1.3759  0.260
H5 2.0636 1.2872 -0.5166  0.215
H6 -1.1830 0.7425 -1.5141  0.469
H7 2.3778 -1.6284 -1.0296  0.249
H8 1.3403 -2.9141 0.6445  0.245
H9 -1.1187 -2.4484 0.7541  0.404
N1 1.3266 0.2170 1.0000  -0.433
N2 -0.5730 -0.1350 -1.3612  -0.667
N3 -0.6353 -1.9139 0.1755  -0.610
O1 1.3908 0.7772 -2.1044  -0.570
O2 -2.4250 -0.4349 0.0115  -0.577

The SMILES is O=c1cc[nH]c(=O)[nH]1.c1ccncc1. Its HOMO energy is -8.22 eV. The strongest force on any atom comes out at 0.147 Eh/bohr. As for the total charge: 0.

Density functional theory data (wB97M-V/def2-TZVPD) for a cluster of 2 separate species, C9H9N3O2 in total.

Each line ends with the natural charge from an NBO analysis.
Cartesian coordinates (Å):
C1 0.9064 -3.8733 1.1553  0.036
C2 0.4962 -3.2599 2.3139  -0.282
C3 0.5250 -1.8527 2.3364  -0.140
C4 0.7802 -1.1812 1.1649  -0.278
C5 0.9266 -2.0364 0.0217  0.067
C6 -1.0863 3.4537 -1.9394  0.642
C7 -0.3816 2.3838 -2.6724  -0.384
C8 0.2284 1.4530 -1.8455  0.054
C9 -1.2225 2.0517 0.0040  0.763
H1 1.3297 -4.9150 1.1943  0.195
H2 0.4327 -3.9970 3.1266  0.236
H3 0.6277 -1.3103 3.3315  0.231
H4 0.9771 -0.1681 1.1087  0.184
H5 0.8077 -1.6173 -0.9306  0.167
H6 -2.4527 3.4401 -0.0901  0.461
H7 -0.3044 2.4553 -3.8840  0.273
H8 0.8174 0.6563 -2.2596  0.221
H9 0.3075 0.7226 0.1643  0.417
N1 1.0624 -3.2933 -0.0714  -0.404
N2 -1.5870 3.1213 -0.6414  -0.642
N3 -0.1400 1.3324 -0.4585  -0.609
O1 -1.2713 4.5611 -2.2507  -0.534
O2 -1.7794 1.8732 1.1220  -0.673

The SMILES is O=c1cc[nH]c(=O)[nH]1.c1ccncc1. Its HOMO energy is -9.62 eV. The strongest force on any atom comes out at 0.101 Eh/bohr. As for the total charge: 0.

Record-wise ΔE to the lowest compared entry with this formula, charge and spin values, in kJ/mol: 852.6 335.1